{"formula": "C8H18CrN3O5", "method": "ωB97M-V with the def2-TZVPD basis set", "symbols": ["Cr", "O", "O", "O", "O", "O", "N", "N", "N", "C", "C", "C", "C", "C", "C", "C", "C", "H", "H", "H", "H", "H", "H", "H", "H", "H", "H", "H", "H", "H", "H", "H", "H", "H", "H"], "xyz": [[-0.088, 0.534, 0.062], [1.063, -0.023, 1.773], [-1.376, 1.259, 1.095], [1.576, -0.520, 3.882], [-3.086, 1.891, 2.383], [-1.359, -1.199, 1.975], [-0.331, -1.425, -0.756], [1.620, 0.353, -1.175], [-0.717, 1.762, -1.559], [1.652, 1.538, -2.056], [0.795, -0.543, 2.855], [0.342, -1.557, -2.053], [1.727, -0.934, -1.899], [-2.352, 1.079, 1.911], [-0.479, -1.331, 3.075], [0.273, 1.809, -2.649], [-2.532, -0.455, 2.212], [1.956, 2.395, -1.448], [0.430, -2.605, -2.361], [0.081, -2.096, -0.101], [-0.747, 2.684, -1.112], [-0.211, -2.394, 3.172], [2.204, -0.806, -2.874], [-1.314, -1.695, -0.839], [2.351, -1.610, -1.309], [2.383, 1.415, -2.865], [2.404, -0.011, 3.787], [-2.893, -0.544, 3.239], [-3.297, -0.827, 1.525], [-0.254, -1.039, -2.806], [2.464, 0.431, -0.608], [-0.930, -1.023, 4.026], [-1.652, 1.642, -1.954], [0.279, 2.784, -3.147], [0.019, 1.059, -3.401]], "gap_ev": [7.1, 7.7], "homo_ha": [-0.5948, -0.5976], "s_squared": 0.77, "total_charge": 2, "multiplicity": 2, "e_tot_ha": -1900.02231}

=====

{"formula": "C58H161BO35", "method": "ωB97M-V with the def2-TZVPD basis set", "symbols": ["O", "O", "O", "O", "O", "O", "O", "O", "O", "O", "O", "O", "O", "O", "O", "O", "O", "O", "O", "O", "O", "O", "O", "O", "O", "O", "O", "O", "O", "O", "O", "O", "O", "O", "O", "C", "C", "C", "C", "C", "C", "C", "C", "C", "C", "C", "C", "C", "C", "C", "C", "C", "C", "C", "C", "C", "C", "C", "C", "C", "C", "C", "C", "C", "C", "C", "C", "C", "C", "C", "C", "C", "C", "C", "C", "C", "C", "C", "C", "C", "C", "C", "C", "C", "C", "C", "C", "C", "C", "C", "C", "C", "C", "B", "H", "H", "H", "H", "H", "H", "H", "H", "H", "H", "H", "H", "H", "H", "H", "H", "H", "H", "H", "H", "H", "H", "H", "H", "H", "H", "H", "H", "H", "H", "H", "H", "H", "H", "H", "H", "H", "H", "H", "H", "H", "H", "H", "H", "H", "H", "H", "H", "H", "H", "H", "H", "H", "H", "H", "H", "H", "H", "H", "H", "H", "H", "H", "H", "H", "H", "H", "H", "H", "H", "H", "H", "H", "H", "H", "H", "H", "H", "H", "H", "H", "H", "H", "H", "H", "H", "H", "H", "H", "H", "H", "H", "H", "H", "H", "H", "H", "H", "H", "H", "H", "H", "H", "H", "H", "H", "H", "H", "H", "H", "H", "H", "H", "H", "H", "H", "H", "H", "H", "H", "H", "H", "H", "H", "H", "H", "H", "H", "H", "H", "H", "H", "H", "H", "H", "H", "H", "H", "H", "H", "H", "H", "H", "H", "H", "H", "H", "H", "H", "H", "H", "H", "H", "H", "H", "H", "H", "H", "H", "H", "H"], "xyz": [[24.534, 14.160, 19.186], [22.261, 20.159, 13.368], [18.880, 18.554, 16.216], [11.560, 14.991, 15.497], [16.418, 14.948, 15.285], [16.048, 20.250, 16.179], [23.509, 15.025, 17.135], [11.690, 16.268, 17.966], [17.268, 14.215, 12.805], [23.641, 21.328, 17.028], [16.423, 17.680, 10.834], [15.223, 12.300, 14.837], [13.943, 12.621, 10.477], [15.275, 16.134, 20.827], [23.700, 15.153, 21.474], [10.115, 18.490, 18.588], [13.181, 16.239, 22.551], [19.850, 16.867, 17.206], [24.310, 22.361, 12.676], [14.094, 12.909, 17.552], [21.846, 17.155, 16.090], [15.718, 15.919, 17.893], [17.605, 17.103, 17.651], [26.594, 15.990, 19.420], [18.090, 16.322, 15.520], [13.613, 19.886, 15.223], [18.437, 21.438, 21.472], [13.593, 19.866, 24.243], [24.021, 25.472, 17.239], [15.675, 21.763, 22.221], [21.325, 12.766, 17.770], [21.529, 18.091, 18.119], [9.712, 16.830, 11.309], [20.621, 19.795, 15.887], [18.480, 21.537, 15.634], [19.054, 13.538, 18.522], [24.295, 25.944, 14.864], [23.162, 19.036, 11.410], [13.287, 18.606, 15.740], [12.777, 14.457, 14.896], [15.505, 18.081, 13.050], [15.310, 19.645, 21.242], [13.464, 21.286, 21.346], [20.978, 17.693, 16.838], [12.345, 17.224, 21.893], [24.183, 22.977, 11.378], [10.546, 19.603, 17.847], [16.711, 18.239, 12.129], [22.290, 15.144, 21.707], [16.677, 16.279, 17.238], [18.633, 13.800, 12.690], [20.557, 20.552, 22.062], [22.125, 25.010, 15.749], [16.580, 16.312, 21.283], [24.270, 14.485, 16.052], [19.168, 12.909, 13.747], [25.130, 24.149, 11.323], [14.886, 21.143, 21.208], [19.319, 22.105, 14.683], [19.443, 15.075, 12.505], [19.773, 21.341, 20.979], [25.854, 17.155, 19.369], [14.810, 14.891, 10.330], [24.870, 12.876, 19.654], [14.816, 13.504, 9.726], [11.175, 18.617, 11.836], [22.727, 23.304, 11.205], [15.153, 12.472, 18.329], [24.996, 20.471, 15.187], [13.875, 18.630, 24.938], [12.484, 15.384, 18.741], [19.940, 13.071, 17.398], [19.933, 20.519, 19.704], [10.567, 17.346, 12.364], [16.234, 12.971, 9.576], [15.441, 11.054, 17.996], [9.722, 17.576, 13.597], [14.823, 12.584, 19.797], [13.528, 10.582, 14.373], [23.609, 25.029, 15.903], [25.877, 21.972, 16.980], [23.346, 14.602, 14.797], [14.576, 11.507, 13.830], [15.886, 20.855, 17.467], [20.172, 18.724, 16.233], [25.014, 20.804, 16.707], [22.429, 18.870, 12.766], [21.061, 18.236, 12.497], [17.201, 19.660, 11.973], [25.572, 15.247, 15.893], [15.675, 10.734, 13.111], [19.418, 11.802, 16.795], [17.025, 15.797, 15.890], [18.670, 17.160, 16.673], [13.029, 18.649, 16.797], [14.640, 18.690, 12.828], [16.658, 12.838, 10.581], [20.107, 12.470, 13.423], [19.350, 11.047, 17.562], [26.948, 21.643, 16.918], [13.516, 15.838, 18.911], [23.251, 15.649, 14.439], [15.244, 10.069, 12.400], [13.184, 10.009, 13.546], [17.565, 17.735, 12.627], [22.649, 23.688, 10.191], [22.006, 16.044, 22.231], [25.132, 19.935, 17.365], [14.539, 20.021, 15.440], [25.791, 22.732, 16.198], [20.673, 21.138, 22.999], [16.045, 13.097, 18.143], [18.828, 12.732, 19.268], [21.864, 19.972, 14.239], [18.658, 13.259, 11.754], [23.118, 18.123, 10.800], [13.788, 15.222, 10.483], [25.914, 15.291, 19.379], [14.116, 12.254, 13.137], [16.223, 10.595, 18.608], [21.028, 20.281, 19.608], [19.452, 13.525, 14.605], [26.020, 20.594, 14.828], [26.258, 15.032, 16.659], [14.450, 12.897, 16.642], [14.440, 13.556, 20.048], [23.888, 14.898, 20.564], [15.734, 12.960, 14.483], [22.164, 22.357, 11.315], [10.240, 18.201, 14.335], [25.023, 24.800, 10.441], [13.065, 22.302, 21.425], [15.189, 19.377, 22.284], [18.067, 13.833, 18.105], [21.812, 13.568, 17.601], [24.311, 21.195, 14.760], [20.484, 14.799, 12.331], [15.234, 21.611, 20.306], [25.387, 25.915, 14.875], [26.112, 23.778, 11.256], [22.967, 20.675, 16.795], [25.139, 24.767, 12.214], [16.426, 21.200, 22.498], [14.090, 9.904, 15.026], [18.927, 23.164, 14.541], [16.613, 16.708, 10.883], [19.589, 21.152, 18.817], [11.343, 16.826, 21.620], [18.922, 20.679, 15.891], [11.435, 16.676, 12.582], [26.062, 15.058, 14.945], [15.776, 18.292, 14.108], [20.108, 11.399, 16.032], [24.480, 13.476, 16.256], [17.162, 16.905, 20.563], [25.523, 12.349, 18.938], [20.019, 13.788, 16.594], [19.117, 15.612, 11.569], [13.355, 20.482, 24.968], [14.172, 12.924, 11.379], [24.632, 19.427, 15.094], [12.002, 15.281, 19.725], [15.148, 17.036, 12.941], [14.806, 20.812, 17.742], [16.801, 13.595, 8.916], [14.038, 11.886, 19.994], [26.466, 18.035, 19.366], [22.412, 18.465, 17.839], [16.301, 11.401, 12.572], [12.937, 20.905, 20.504], [16.428, 20.306, 18.205], [25.221, 17.286, 20.252], [19.202, 21.475, 13.779], [14.952, 18.523, 25.195], [15.377, 14.985, 11.271], [16.424, 20.216, 11.499], [13.761, 15.831, 21.866], [23.950, 24.027, 15.737], [22.336, 14.236, 15.056], [21.544, 20.298, 21.644], [12.788, 17.549, 20.986], [20.005, 19.633, 22.360], [10.412, 19.360, 11.681], [16.265, 10.120, 13.784], [22.980, 15.790, 16.830], [10.189, 19.602, 16.868], [15.620, 12.320, 20.508], [23.985, 25.749, 13.810], [13.081, 20.691, 22.203], [20.159, 22.381, 20.841], [25.311, 16.276, 15.927], [11.757, 18.568, 10.895], [22.985, 18.301, 13.521], [8.881, 18.209, 13.334], [23.994, 14.330, 18.380], [12.591, 18.022, 15.182], [9.351, 16.686, 14.099], [14.669, 19.007, 20.562], [15.738, 11.049, 16.901], [21.868, 24.244, 15.006], [14.381, 13.463, 8.731], [21.578, 24.783, 16.655], [24.184, 19.347, 11.566], [20.496, 18.062, 13.436], [12.205, 18.054, 22.605], [11.888, 18.961, 12.540], [20.389, 22.097, 14.978], [11.746, 15.948, 17.046], [17.375, 20.101, 12.960], [14.555, 10.452, 18.102], [15.350, 16.015, 19.886], [21.810, 15.185, 20.692], [13.333, 18.585, 25.897], [11.142, 15.588, 14.888], [10.167, 20.524, 18.236], [19.327, 15.735, 13.326], [17.856, 21.929, 20.898], [18.458, 11.968, 16.247], [23.976, 12.236, 19.820], [19.366, 19.579, 19.734], [21.084, 17.295, 11.960], [25.124, 17.167, 18.531], [23.582, 21.755, 12.765], [11.609, 19.715, 17.870], [17.117, 15.333, 21.342], [13.617, 17.798, 24.272], [16.650, 16.800, 22.269], [24.088, 27.019, 15.122], [16.308, 19.417, 20.958], [9.382, 16.030, 11.687], [24.509, 22.243, 10.569], [16.173, 12.039, 8.972], [12.792, 11.136, 14.923], [21.788, 25.952, 15.328], [20.471, 18.989, 12.022], [14.239, 17.977, 15.674], [17.084, 14.684, 13.664], [10.793, 17.775, 18.385], [16.165, 21.889, 17.451], [13.624, 15.099, 15.036], [12.581, 14.319, 13.846], [18.501, 12.080, 14.046], [12.620, 14.437, 18.259], [23.694, 24.749, 17.844], [15.225, 15.556, 9.618], [22.014, 14.206, 22.226], [22.432, 24.059, 11.942], [25.928, 22.330, 17.980], [23.799, 13.964, 14.116], [22.565, 19.804, 10.903], [16.726, 20.793, 15.749], [18.122, 19.670, 11.359], [25.353, 13.038, 20.604], [12.906, 13.484, 15.394], [19.523, 14.418, 19.045]], "gap_ev": 8.2, "homo_ha": -0.1789, "total_charge": -2, "e_tot_ha": -4964.79454}

=====

{"formula": "C18H39O11P3S", "method": "ωB97M-V with the def2-TZVPD basis set", "symbols": ["S", "P", "P", "P", "O", "O", "O", "O", "O", "O", "O", "O", "O", "O", "O", "C", "C", "C", "C", "C", "C", "C", "C", "C", "C", "C", "C", "C", "C", "C", "C", "C", "C", "H", "H", "H", "H", "H", "H", "H", "H", "H", "H", "H", "H", "H", "H", "H", "H", "H", "H", "H", "H", "H", "H", "H", "H", "H", "H", "H", "H", "H", "H", "H", "H", "H", "H", "H", "H", "H", "H", "H"], "xyz": [[-5.825, -6.584, 1.627], [0.815, 6.285, -3.470], [-1.312, -3.422, 0.642], [4.385, -2.055, 2.226], [1.665, 5.079, -3.442], [4.020, -3.365, 1.652], [-5.735, -7.891, 2.203], [0.180, 6.470, -2.009], [-0.634, 6.062, -4.110], [3.046, -1.180, 2.340], [1.379, 7.192, -4.707], [5.783, -2.305, 3.036], [-6.089, -5.563, 2.592], [-6.983, -6.540, 0.529], [5.014, -1.022, 1.178], [-0.738, 5.381, -5.358], [-2.314, 0.839, 0.491], [-0.539, 2.259, -0.216], [-1.250, 1.071, -0.367], [2.036, -1.649, 3.254], [-2.480, -4.650, 1.554], [-0.851, 3.176, 0.769], [-0.293, -2.142, -0.318], [-2.646, 1.749, 1.490], [-4.296, -6.289, 0.742], [-0.824, 0.098, -1.453], [-1.248, -1.354, -1.229], [2.152, 8.368, -4.404], [1.090, 6.760, -0.930], [-3.822, -4.822, 0.823], [-1.904, 2.907, 1.630], [6.057, -1.467, 0.314], [5.747, -2.350, 4.474], [1.814, 7.526, -1.208], [-2.262, -1.447, -0.826], [0.067, 4.656, -5.482], [-0.149, -4.108, 1.085], [-1.264, -1.857, -2.199], [-3.540, -6.963, 1.134], [3.039, 8.105, -3.825], [1.335, -0.837, 3.426], [-3.484, 1.534, 2.139], [0.504, 7.121, -0.089], [-4.471, -6.592, -0.294], [-0.275, 4.084, 0.890], [-2.926, -0.051, 0.431], [1.613, 5.849, -0.640], [-2.720, -4.219, 2.527], [7.028, -1.273, 0.770], [-1.826, -2.358, 1.455], [0.401, -2.736, -0.923], [-4.561, -4.204, 1.332], [1.509, -2.492, 2.808], [5.082, -3.146, 4.817], [-1.861, -3.836, -0.620], [-0.716, 6.099, -6.178], [0.268, 0.139, -1.480], [-3.774, -4.444, -0.205], [0.281, 2.462, -0.897], [-2.165, 3.589, 2.430], [5.422, -1.394, 4.886], [6.755, -2.557, 4.824], [-6.613, -6.435, -0.357], [5.981, -0.899, -0.610], [-1.944, -5.595, 1.672], [2.466, -1.949, 4.209], [5.960, -2.530, 0.091], [0.294, -1.507, 0.351], [2.462, 8.813, -5.345], [1.553, 9.096, -3.853], [-1.693, 4.862, -5.370], [-1.171, 0.444, -2.430]], "gap_ev": 8.6, "homo_ha": -0.3033, "e_tot_ha": -2959.10733, "smiles": "O=S(=O)(O)CCC[PH3]CCCc1ccccc1.COP(=O)(OC)OC.COP(=O)(OC)OC"}